No. 1
C28H44BN11O2RhS3 | wB97M-V/def2-TZVPD

As for the HOMO energy (alpha / beta): -15.651 / -16.955 eV. Its total charge is +3. For the energy relative to the best compared isomer or geometry (same formula, charge and spin), the calculation gives 2.2152 eV. As for the expectation value of S²: 6.06. For the LUMO energy (alpha / beta), the calculation gives -0.3393 / -0.4327 hartree. Its multiplicity is 5. The value obtained for the total energy is -86397.2985 eV. The value obtained for the gap between HOMO and LUMO (alpha / beta) is 0.2359 / 0.1904 Ha.

Each line ends with the Löwdin charge.
Positions of all 90 atoms, in Å:
1 Rh -0.587 0.062 -0.044  0.47
2 C -5.760 1.661 -1.212  0.01
3 C -4.342 1.661 -1.723  -0.25
4 C -4.003 2.181 -2.914  0.06
5 C -2.759 2.145 -3.724  -0.17
6 N -1.518 2.087 -3.368  0.17
7 N -1.114 2.349 -2.088  -0.18
8 B 0.109 1.681 -1.624  -0.58
9 N 1.043 2.614 -0.826  0.02
10 N 1.063 3.854 -1.277  0.22
11 C 1.944 4.703 -0.772  -0.15
12 C 2.887 4.259 0.176  0.13
13 C 2.881 2.962 0.635  -0.21
14 C 3.858 2.444 1.647  -0.02
15 C 1.874 2.140 0.112  -0.51
16 S 1.631 0.498 0.632  0.81
17 C 1.845 6.131 -1.277  -0.54
18 C 1.978 6.126 -2.808  -0.03
19 C 0.454 6.662 -0.882  -0.02
20 C 2.929 7.017 -0.665  -0.04
21 N 0.909 0.928 -2.717  0.02
22 N 1.438 1.756 -3.590  0.23
23 C 2.174 1.264 -4.583  -0.13
24 C 2.317 -0.126 -4.734  0.13
25 C 1.820 -0.994 -3.787  -0.20
26 C 2.016 -2.477 -3.859  -0.02
27 C 1.123 -0.393 -2.721  -0.50
28 S 0.653 -1.313 -1.334  0.85
29 C 2.860 2.285 -5.468  -0.53
30 C 1.821 3.274 -6.012  -0.02
31 C 3.866 3.031 -4.570  -0.02
32 C 3.601 1.619 -6.626  -0.04
33 C -3.309 1.024 -0.915  -0.53
34 S -2.391 -0.238 -1.505  0.94
35 C -3.022 2.081 -5.227  -0.54
36 C -3.968 0.908 -5.529  -0.02
37 C -3.663 3.412 -5.661  -0.02
38 C -1.725 1.896 -6.010  -0.06
39 H -6.399 2.220 -1.892  0.10
40 H -5.843 2.108 -0.223  0.09
41 H -6.137 0.638 -1.155  0.11
42 H -4.835 2.619 -3.452  0.12
43 H 3.628 4.952 0.552  0.14
44 H 4.562 3.219 1.939  0.10
45 H 4.422 1.600 1.245  0.10
46 H 3.342 2.096 2.544  0.10
47 H 1.215 5.499 -3.269  0.08
48 H 2.966 5.774 -3.115  0.08
49 H 1.859 7.143 -3.178  0.10
50 H -0.339 6.033 -1.287  0.08
51 H 0.332 7.669 -1.278  0.10
52 H 0.346 6.712 0.203  0.10
53 H 3.934 6.682 -0.933  0.10
54 H 2.849 7.076 0.422  0.10
55 H 2.814 8.030 -1.048  0.10
56 H 2.861 -0.517 -5.583  0.14
57 H 2.629 -2.741 -4.717  0.10
58 H 1.057 -2.990 -3.954  0.11
59 H 2.507 -2.855 -2.961  0.10
60 H 1.299 3.786 -5.205  0.07
61 H 1.087 2.765 -6.640  0.08
62 H 2.331 4.018 -6.624  0.11
63 H 3.353 3.528 -3.746  0.06
64 H 4.380 3.789 -5.162  0.11
65 H 4.620 2.351 -4.167  0.10
66 H 2.922 1.080 -7.290  0.10
67 H 4.383 0.938 -6.282  0.10
68 H 4.090 2.390 -7.219  0.11
69 H -4.940 1.006 -5.043  0.09
70 H -3.524 -0.043 -5.224  0.09
71 H -4.149 0.866 -6.603  0.10
72 H -4.660 3.569 -5.249  0.09
73 H -3.766 3.409 -6.746  0.10
74 H -3.036 4.263 -5.386  0.10
75 H -1.235 0.954 -5.752  0.08
76 H -1.028 2.711 -5.817  0.06
77 H -1.953 1.880 -7.075  0.10
78 N -0.662 -1.057 2.239  0.02
79 N -1.292 -0.061 3.006  0.02
80 C -2.144 0.803 2.412  -0.36
81 N -2.955 1.518 3.167  0.25
82 N -2.079 0.859 1.067  -0.04
83 N -3.092 1.493 0.356  -0.23
84 O -3.689 2.485 0.803  0.12
85 O -1.750 3.114 -1.311  0.04
86 H -1.163 -1.941 2.322  0.13
87 H 0.278 -1.187 2.597  0.10
88 H -1.340 -0.183 4.009  0.18
89 H -3.037 1.344 4.158  0.15
90 H -3.503 2.259 2.756  0.12

***

No. 2
C7H23NO4 | wB97M-V/def2-TZVPD

As for the HOMO energy: -8.328 eV. For the energy relative to the best compared isomer or geometry (same formula, charge and spin), the calculation gives 3.0387 eV. For the LUMO energy, the calculation gives 0.0178 hartree. The value obtained for the total energy is -17309.1289 eV. As for the SMILES: CCC/C=C/NCC.O.O.O.O. The value obtained for the gap between HOMO and LUMO is 0.3239 Ha.

Each line ends with the Löwdin charge.
Positions of all 35 atoms, in Å:
1 C -0.441 -0.128 -2.569  -0.13
2 C 0.918 -0.879 -2.438  -0.26
3 C 1.622 -0.380 -1.204  -0.29
4 C 0.891 -0.530 0.054  -0.15
5 C 1.337 -1.133 1.193  -0.18
6 N 0.484 -1.267 2.270  -0.06
7 C -0.536 -0.142 2.523  -0.22
8 C 0.030 1.276 2.524  -0.06
9 H -0.246 1.035 -2.735  0.12
10 H -1.091 -0.500 -3.479  0.11
11 H -0.973 -0.354 -1.682  -0.02
12 H 0.881 -2.018 -2.540  0.14
13 H 1.526 -0.458 -3.259  0.10
14 H 2.602 -0.783 -1.296  0.10
15 H 1.879 0.715 -1.434  0.13
16 H -0.051 0.040 -0.035  0.10
17 H 2.342 -1.528 1.357  0.13
18 H 1.070 -1.562 3.189  0.17
19 H -1.250 -0.396 1.836  0.04
20 H -0.999 -0.328 3.527  0.12
21 H 0.175 1.646 3.535  0.08
22 H -0.775 1.845 2.097  0.07
23 H 0.950 1.320 2.001  0.04
24 O -1.808 -2.741 -1.303  -0.09
25 H -1.337 -2.981 -0.524  0.01
26 H -2.005 -1.750 -1.537  0.07
27 O -3.337 0.493 0.142  -0.01
28 H -2.804 1.221 0.287  -0.05
29 H -3.373 -0.226 0.736  0.02
30 O 3.497 1.282 0.451  -0.08
31 H 2.523 1.090 0.265  0.02
32 H 3.609 0.623 1.127  0.01
33 O -1.931 2.695 -0.781  0.04
34 H -2.338 2.392 -1.484  -0.04
35 H -1.042 2.411 -0.817  0.02

***

Question: Among the records above, which one has the lowest energy relative to the best compared isomer or geometry (same formula, charge and spin)?
Answer: C28H44BN11O2RhS3